[1]
C5H13N2O | ωB97M-V with the def2-TZVPD basis set

Calculated values
SMILES string ... CC[C@H]([NH3+])C(=O)NC
LUMO ... -3.517 eV
2S+1 ... 1
Net charge ... +1
Kohn-Sham gap ... 0.3755 hartree
Highest occupied orbital energy ... -13.73 eV
ΔE to the lowest compared entry with this formula, charge and spin ... 262.2 kJ/mol

Each line ends with the Mulliken charge.
CARTESIAN COORDINATES (ANGSTROEM)
1 O -1.18670 -1.53443 0.36523  -0.6516
2 C -0.97835 -0.34522 0.18839  0.1781
3 N -2.03636 0.40205 -0.24888  -0.1305
4 C -1.84537 1.78985 -0.55965  -0.8223
5 C 0.42221 0.10873 0.41211  0.0336
6 N 0.87619 -0.85928 1.47998  -0.2852
7 C 2.84036 0.20788 -0.78680  -1.1335
8 C 1.32572 -0.00721 -0.84988  -0.5707
9 H -2.86327 -0.02346 -0.63655  0.3113
10 H -2.66183 2.26398 -1.21636  0.3378
11 H -2.17278 2.26866 0.34807  0.3569
12 H -0.81671 2.09252 -1.13857  0.2003
13 H 0.71619 1.23718 0.66323  0.3359
14 H 0.62983 -0.48431 2.50858  0.4000
15 H 1.85249 -1.14042 1.28950  0.3603
16 H 0.40759 -1.82544 1.41313  0.4095
17 H 3.13673 0.69128 0.19814  0.3159
18 H 3.33367 -0.77137 -0.90695  0.3392
19 H 3.13912 0.90194 -1.65328  0.3382
20 H 1.30238 -1.00113 -1.35670  0.4267
21 H 1.02393 0.74241 -1.47681  0.2502

Atoms 1-3, force components in eV/Å:
O 0.4 -0.9 0.4
C -3.7 -0.8 -1.4
N 2.3 0.5 -0.7

[2]
C4H9NO2 | ωB97M-V with the def2-TZVPD basis set

Calculated values
SMILES string ... C[C@H](C=O)NCO
LUMO ... 0.789 eV
2S+1 ... 1
Net charge ... 0
Kohn-Sham gap ... 0.3634 hartree
Highest occupied orbital energy ... -9.10 eV
ΔE to the lowest compared entry with this formula, charge and spin ... 186.9 kJ/mol

Each line ends with the Mulliken charge.
CARTESIAN COORDINATES (ANGSTROEM)
1 O 0.56656 1.26170 -2.18413  -0.4472
2 C -0.37070 0.73594 -1.65294  -0.1226
3 C -0.44860 0.43509 -0.16726  0.6342
4 C -1.85644 0.31514 0.35017  -1.6061
5 N 0.34708 -0.73806 0.12438  -0.3405
6 C 1.74571 -0.66811 0.25736  -0.4276
7 O 2.19099 -0.24708 1.56036  -0.5272
8 H -1.23593 0.36820 -2.25356  0.2963
9 H 0.03394 1.27955 0.34881  0.2093
10 H -2.38915 1.25143 0.20698  0.4052
11 H -1.88609 0.07007 1.40975  0.3860
12 H -2.38390 -0.47524 -0.18834  0.4036
13 H -0.15740 -1.52467 0.49821  0.2563
14 H 2.12453 0.05053 -0.47483  0.2452
15 H 2.24651 -1.60775 0.01257  0.3179
16 H 1.47289 -0.50675 2.15247  0.3173

Atoms 1-3, force components in eV/Å:
O 0.1 0.2 0.0
C -0.4 -0.5 -0.2
C 1.0 0.9 1.0

[3]
C58H50CrNOP3Te | ωB97M-V with the def2-TZVPD basis set

Calculated values
LUMO (alpha / beta) ... 1.739 / 1.516 eV
2S+1 ... 4
Net charge ... -1
Kohn-Sham gap (alpha / beta) ... 0.1600 / 0.1879 hartree
Highest occupied orbital energy (alpha / beta) ... -2.61 / -3.60 eV

Each line ends with the Löwdin spin population.
CARTESIAN COORDINATES (ANGSTROEM)
1 Cr 0.34094 0.40014 0.04449  2.4033
2 O 2.13406 0.72371 2.24443  0.0107
3 N 2.13466 0.29059 0.92028  -0.0078
4 C 3.30320 -0.11178 0.64307  0.0352
5 C 3.86343 -0.50277 -0.65398  0.0005
6 C 5.20973 -0.88416 -0.60929  0.0056
7 C 5.91287 -1.19399 -1.75396  -0.0013
8 C 5.28159 -1.10239 -2.98655  0.0059
9 C 3.95256 -0.72660 -3.03785  -0.0016
10 C 3.21836 -0.44718 -1.88297  0.0038
11 P 1.44435 0.02362 -2.05212  -0.0083
12 C 0.87783 -1.33108 -3.16366  -0.0037
13 C -0.17442 -1.14457 -4.05882  -0.0010
14 C -0.60937 -2.18095 -4.87347  0.0003
15 C -0.01375 -3.43222 -4.79131  -0.0016
16 C 1.01127 -3.64348 -3.87967  0.0001
17 C 1.45434 -2.60151 -3.07639  -0.0017
18 C 1.69269 1.47557 -3.14669  0.0021
19 C 1.39951 1.55026 -4.50336  -0.0007
20 C 1.61650 2.73542 -5.19993  0.0031
21 C 2.12741 3.84835 -4.54846  -0.0010
22 C 2.45226 3.77214 -3.19878  0.0031
23 C 2.24485 2.58949 -2.50855  0.0023
24 H 1.17539 0.80694 2.42382  0.0006
25 H 3.99237 -0.10338 1.48244  0.0014
26 H 5.70417 -0.92552 0.35571  0.0001
27 H 6.95217 -1.49163 -1.68986  -0.0002
28 H 5.82650 -1.31719 -3.89678  0.0004
29 H 3.45491 -0.64606 -3.99653  0.0000
30 H -0.67997 -0.19084 -4.12000  0.0009
31 H -1.43025 -2.00078 -5.55889  0.0000
32 H -0.35565 -4.24257 -5.42377  -0.0001
33 H 1.47106 -4.62076 -3.79413  0.0000
34 H 2.27418 -2.77729 -2.39111  0.0000
35 H 0.99642 0.69680 -5.03109  -0.0001
36 H 1.37050 2.78604 -6.25443  0.0002
37 H 2.26447 4.77751 -5.08868  -0.0002
38 H 2.84206 4.63756 -2.67583  0.0003
39 H 2.48432 2.53479 -1.45421  0.0018
40 C -2.30860 2.21276 1.41688  0.0043
41 C -1.42457 1.95420 2.54886  0.0223
42 P -0.96810 -0.01066 2.29665  0.0043
43 C -0.78617 -0.19413 4.17359  -0.0021
44 C 0.39905 -0.05119 4.89553  -0.0004
45 C 0.41339 -0.12053 6.28632  -0.0001
46 C -0.75987 -0.34809 6.99178  0.0000
47 C -1.95068 -0.50504 6.29109  0.0001
48 C -1.95651 -0.42298 4.90331  -0.0003
49 C -0.33372 -1.80752 2.02680  0.0120
50 C 0.28135 -2.12995 0.81163  0.0036
51 C 0.94785 -3.32748 0.59367  0.0034
52 C 1.01724 -4.26989 1.60865  -0.0023
53 C 0.39232 -3.99660 2.81796  0.0038
54 C -0.26342 -2.78792 3.02337  -0.0014
55 P -2.39062 0.46325 0.39143  0.0276
56 C -4.27317 0.55288 0.45676  0.0135
57 C -4.92100 0.32482 1.67911  0.0013
58 C -6.30331 0.38762 1.78141  0.0005
59 C -7.07173 0.69563 0.66306  -0.0006
60 C -6.44135 0.94480 -0.54527  0.0004
61 C -5.05334 0.87332 -0.65002  0.0002
62 C -2.60080 -1.38416 -0.11448  0.0000
63 C -3.02444 -2.28932 0.86047  0.0000
64 C -3.13862 -3.64447 0.59046  0.0008
65 C -2.84134 -4.13216 -0.67676  0.0003
66 C -2.46258 -3.24493 -1.67037  0.0001
67 C -2.35087 -1.88500 -1.38643  -0.0002
68 H -1.99268 2.98768 0.72815  0.0047
69 H -3.33840 2.38130 1.71648  0.0001
70 H -1.88769 2.04964 3.52943  0.0005
71 H -0.48170 2.49792 2.51632  0.0008
72 H 1.34075 0.09779 4.37738  0.0002
73 H 1.35064 -0.00125 6.82060  0.0000
74 H -0.74622 -0.39949 8.07422  0.0000
75 H -2.87484 -0.69142 6.82648  0.0000
76 H -2.89464 -0.54521 4.36944  0.0000
77 H 0.16746 -1.49075 -0.07007  0.0071
78 H 1.39519 -3.52900 -0.37299  0.0003
79 H 1.54278 -5.20510 1.45340  -0.0003
80 H 0.41461 -4.73294 3.61513  0.0004
81 H -0.73097 -2.61190 3.98220  0.0000
82 H -4.32718 0.12489 2.56459  0.0003
83 H -6.78383 0.20502 2.73672  0.0001
84 H -8.15217 0.74937 0.73955  0.0000
85 H -7.02658 1.19650 -1.42337  0.0001
86 H -4.57811 1.07173 -1.60222  -0.0001
87 H -3.23664 -1.93432 1.86243  0.0002
88 H -3.44911 -4.32501 1.37609  0.0000
89 H -2.91350 -5.19395 -0.88578  0.0000
90 H -2.24546 -3.60044 -2.66965  0.0000
91 H -2.08624 -1.20624 -2.18052  -0.0011
92 Te -1.60651 1.45088 -1.78381  0.0209
93 C -3.15035 0.71689 -3.62075  0.0389
94 C -4.14443 -0.24311 -3.83688  0.0043
95 C -4.65602 -0.50516 -5.10923  0.0013
96 C -4.18140 0.19654 -6.21201  -0.0004
97 C -3.19137 1.15787 -6.02993  0.0012
98 C -2.69154 1.40072 -4.75073  0.0029
99 H -4.53045 -0.82237 -2.99754  0.0005
100 H -5.42633 -1.26000 -5.24208  0.0003
101 H -4.57692 -0.00359 -7.20209  0.0000
102 H -2.81010 1.71229 -6.88397  0.0002
103 H -1.89904 2.14857 -4.63117  -0.0006
104 C 0.11108 2.17751 -0.30868  0.0575
105 C 0.47629 3.53460 -0.18376  0.0381
106 C -0.18412 4.62767 -0.82502  0.0743
107 C 0.25606 5.93032 -0.67811  0.0025
108 C 1.37352 6.23806 0.10332  0.1119
109 C 2.04004 5.19201 0.74654  0.0030
110 C 1.61189 3.88424 0.61715  0.0746
111 H -1.04455 4.41835 -1.44541  0.0045
112 H -0.27969 6.72799 -1.18382  -0.0031
113 H 1.71179 7.26189 0.21254  0.0088
114 H 2.90521 5.41071 1.36546  -0.0029
115 H 2.14250 3.08671 1.12689  0.0044

Atoms 1-3, force components in eV/Å:
Cr 0.0 0.7 -0.6
O -0.1 0.0 -0.1
N 0.5 0.1 0.9

[4]
C2H4O3P | ωB97M-V with the def2-TZVPD basis set

Calculated values
LUMO (alpha / beta) ... 3.998 / 2.939 eV
2S+1 ... 3
Net charge ... -1
Kohn-Sham gap (alpha / beta) ... 0.1744 / 0.2199 hartree
Highest occupied orbital energy (alpha / beta) ... -0.75 / -3.05 eV
ΔE to the lowest compared entry with this formula, charge and spin ... 395.2 kJ/mol

Each line ends with the Löwdin spin population.
CARTESIAN COORDINATES (ANGSTROEM)
1 C -0.51974 0.28040 0.94212  0.0195
2 C 0.00329 -0.78644 -0.05840  0.0965
3 O 1.49636 -0.97661 -2.26833  0.2977
4 O -0.80322 1.43696 0.11120  0.2918
5 O 0.20668 2.28221 -0.37148  0.7245
6 P 1.65501 -0.38312 -0.87180  0.5378
7 H -1.49800 0.10794 1.28142  0.0005
8 H 0.11296 0.58567 1.71062  0.0032
9 H -0.00168 -1.67540 0.57492  0.0247
10 H -0.65165 -0.87161 -1.05027  0.0039

Atoms 1-3, force components in eV/Å:
C 0.9 0.3 -4.0
C -1.2 0.4 -0.4
O -0.1 -0.4 -0.7

Number 1: largest force on an atom 4.04 eV Å⁻¹. Number 2: largest force on an atom 1.63 eV Å⁻¹. Number 3: largest force on an atom 1.51 eV Å⁻¹. Number 4: largest force on an atom 4.15 eV Å⁻¹.